Model i:
Molecular formula: C6H16O2
Method: DFT, ωB97M-V/def2-TZVPD

```
24
C6H16O2 ωB97M-V/def2-TZVPD
C 0.873 -1.303 2.200
C 0.585 -1.222 0.805
C 0.485 -0.020 0.171
C 0.196 0.084 -1.282
C -0.247 -1.176 -1.923
C -1.700 -1.410 -1.608
H 1.767 -0.603 2.517
H 0.960 -2.381 2.423
H 0.233 -0.889 2.892
H 0.363 -2.229 0.425
H 0.568 0.847 0.817
H -0.603 0.872 -1.399
H 1.179 0.435 -1.774
H -0.153 -1.084 -3.080
H 0.384 -2.043 -1.660
H -1.909 -1.168 -0.548
H -2.033 -2.473 -1.644
H -2.412 -0.800 -2.125
O -1.578 3.696 1.024
H -2.047 3.036 1.512
H -1.726 3.385 0.137
O 2.087 2.350 0.944
H 2.214 2.521 0.031
H 2.515 1.576 1.146
```

For the HOMO energy, the calculation gives -8.77 eV. The multiplicity is 1. As for the SMILES: C/C=C/CCC.O.O.

Mulliken atomic charge list, values in e, 5 entries: number 1, C, carries -1.22; number 2, C, carries 0.09; number 3, C, carries -0.50; number 4, C, carries -0.48; number 5, C, carries -0.45

***

Model ii:
Molecular formula: C6H16O2
Method: DFT, ωB97M-V/def2-TZVPD

```
24
C6H16O2 ωB97M-V/def2-TZVPD
C 0.085 0.890 0.664
C -1.214 0.604 0.674
C -2.181 1.893 0.763
C -1.978 -0.596 0.273
C -1.757 -1.952 1.050
C -0.433 -2.479 0.464
H 0.393 1.868 0.824
H 0.819 0.255 0.983
H -3.246 1.734 0.473
H -2.061 2.132 1.855
H -1.941 2.616 0.077
H -1.738 -0.828 -0.803
H -3.038 -0.390 0.491
H -2.563 -2.727 0.859
H -1.647 -1.683 2.167
H 0.480 -1.998 1.066
H -0.227 -2.235 -0.515
H -0.349 -3.655 0.621
O 1.861 -0.239 -4.987
H 2.041 0.289 -5.671
H 2.783 -0.675 -4.801
O 5.523 2.595 0.963
H 5.176 1.727 0.675
H 5.213 2.851 1.836
```

For the HOMO energy, the calculation gives -9.20 eV. The multiplicity is 1. As for the SMILES: C=C(C)CCC.O.O.

Mulliken atomic charge list, values in e, 5 entries: number 1, C, carries -1.08; number 2, C, carries 0.71; number 3, C, carries -1.42; number 4, C, carries -0.47; number 5, C, carries -0.41

***

Model iii:
Molecular formula: C6H16O2
Method: DFT, ωB97M-V/def2-TZVPD

```
24
C6H16O2 ωB97M-V/def2-TZVPD
C -0.091 -2.410 1.071
C 0.439 -1.779 0.024
C -0.426 -1.213 -1.091
C 0.129 0.043 -1.755
C -0.352 1.356 -1.106
C -1.760 1.718 -1.558
H -1.161 -2.480 1.112
H 0.508 -2.950 1.780
H 1.514 -1.682 -0.120
H -0.539 -2.060 -1.761
H -1.449 -1.065 -0.728
H 1.213 -0.041 -1.758
H -0.195 0.082 -2.801
H 0.395 2.107 -1.362
H -0.360 1.291 -0.017
H -1.961 2.780 -1.406
H -2.486 1.266 -0.879
H -2.000 1.463 -2.587
O 2.781 1.122 2.847
H 2.649 0.228 3.181
H 3.419 1.092 2.131
O -0.284 0.707 2.358
H -0.583 -0.210 2.440
H 0.603 0.637 1.984
```

For the HOMO energy, the calculation gives -9.81 eV. The multiplicity is 1. As for the SMILES: C=CCCCC.O.O.

Mulliken atomic charge list, values in e, 5 entries: number 1, C, carries -1.17; number 2, C, carries 0.14; number 3, C, carries -0.52; number 4, C, carries -0.81; number 5, C, carries -0.13

***

Model iv:
Molecular formula: C6H16O2
Method: DFT, ωB97M-V/def2-TZVPD

```
24
C6H16O2 ωB97M-V/def2-TZVPD
C 1.516 -1.004 2.197
C 0.760 -1.465 0.972
C 0.940 -0.932 -0.237
C 0.185 -1.341 -1.464
C -1.039 -0.464 -1.810
C -2.244 -0.780 -0.912
H 2.058 -0.086 1.990
H 2.181 -1.799 2.532
H 0.829 -0.870 3.044
H 0.124 -2.326 1.140
H 1.742 -0.218 -0.303
H 0.830 -1.369 -2.341
H -0.193 -2.345 -1.262
H -0.785 0.598 -1.820
H -1.305 -0.761 -2.828
H -2.892 -1.546 -1.333
H -2.858 0.078 -0.658
H -1.852 -1.183 0.031
O -1.819 3.177 0.913
H -0.910 3.382 0.658
H -1.702 2.483 1.576
O 2.297 3.266 -0.008
H 2.153 2.670 0.735
H 1.988 2.833 -0.812
```

For the HOMO energy, the calculation gives -9.41 eV. The multiplicity is 1. As for the SMILES: C/C=C/CCC.O.O.

Mulliken atomic charge list, values in e, 5 entries: number 1, C, carries -1.21; number 2, C, carries -0.10; number 3, C, carries -0.16; number 4, C, carries -1.01; number 5, C, carries -0.28

***

Relative energy table, unit hartree: model i 0.0450; model ii 0.0832; model iii 0.0029; model iv 0.0000

***

Model i:
Molecular formula: C8H10N2O3S
Method: DFT, ωB97M-V/def2-TZVPD

```
24
C8H10N2O3S ωB97M-V/def2-TZVPD
C 2.901 -1.410 -0.570
C 1.984 -2.315 -0.051
C 2.717 -0.037 -0.374
C 0.781 -1.877 0.522
C 1.531 0.408 0.262
C 0.564 -0.531 0.656
C -2.083 0.387 -0.630
C -3.429 0.738 -0.281
N -1.468 1.213 -1.419
N 1.364 1.819 0.372
O 2.354 2.547 0.274
O 0.191 2.120 0.548
O -1.818 -1.201 1.839
S -1.065 0.012 1.470
H 3.836 -1.704 -0.978
H 2.016 -3.414 -0.305
H 3.440 0.577 -0.710
H 0.076 -2.511 1.041
H -3.454 0.971 0.784
H -3.888 -0.374 -0.565
H -3.933 1.492 -0.864
H -1.998 1.959 -1.998
H -0.462 1.013 -1.741
H -0.160 0.118 2.719
```

For the HOMO energy, the calculation gives -7.95 eV. The multiplicity is 1.

Mulliken atomic charge list, values in e, 5 entries: number 1, C, carries -0.54; number 2, C, carries -0.46; number 3, C, carries -0.62; number 4, C, carries -0.42; number 5, C, carries 0.02

***

Model ii:
Molecular formula: C8H10N2O3S
Method: DFT, ωB97M-V/def2-TZVPD

```
24
C8H10N2O3S ωB97M-V/def2-TZVPD
C 1.786 0.620 -0.759
C 0.965 1.526 -0.315
C 0.778 -0.111 1.201
C -1.770 1.173 -1.098
C -2.623 0.855 0.963
C -1.443 1.337 0.345
C -2.141 0.032 -0.170
C 2.495 -1.622 0.024
N 1.935 -0.323 0.272
N 0.351 1.234 0.831
O -0.341 -1.329 -1.368
O -0.125 -1.186 1.164
O -1.799 -2.531 0.149
S -1.083 -1.364 -0.176
H 2.415 0.352 -1.660
H 0.748 2.476 -0.906
H 1.165 -0.091 2.251
H -2.427 1.793 -1.663
H -0.734 1.033 -1.487
H -2.789 0.457 1.937
H -3.467 1.486 0.692
H 1.961 -2.213 -0.708
H 3.445 -1.428 -0.541
H 2.701 -2.177 1.019
```

For the HOMO energy, the calculation gives -7.63 eV. The multiplicity is 1.

Mulliken atomic charge list, values in e, 5 entries: number 1, C, carries 0.32; number 2, C, carries -1.18; number 3, C, carries -0.13; number 4, C, carries -0.62; number 5, C, carries -0.29

***

Relative energy table, unit hartree: model i 0.0341; model ii 0.0000